# C34H43N9

A cluster of 9 separate species, C34H43N9 in total in a non-equilibrium geometry (the ωB97M-V functional and the def2-TZVPD basis, OMol25).

Each line ends with the Mulliken charge.
Positions of all 86 atoms, in Å:
1 C -4.9706 -3.2221 4.0802  -0.322
2 C -5.8837 -4.0550 3.4164  -0.273
3 C -5.4546 -4.3066 2.1456  -0.636
4 N -4.3483 -3.4995 2.0009  0.023
5 C -4.0002 -2.9331 3.2004  -0.523
6 H -5.0292 -2.9434 5.1220  0.378
7 H -6.7398 -4.4215 3.9635  0.356
8 H -5.8503 -4.9483 1.3723  0.381
9 H -3.7133 -3.4349 1.2181  0.220
10 H -3.0570 -2.4197 3.3152  0.388
11 C 5.7340 -0.5173 4.3452  -0.561
12 C 7.1056 -0.9909 4.0103  -0.324
13 C 7.0412 -1.6864 2.8214  -0.501
14 N 5.7294 -1.7062 2.4643  -0.009
15 C 4.9955 -0.9693 3.3134  -0.373
16 H 5.3759 -0.0345 5.2425  0.390
17 H 8.0348 -0.7753 4.5167  0.373
18 H 7.8038 -2.1627 2.2231  0.374
19 H 5.2098 -2.0659 1.6765  0.222
20 H 3.9548 -0.8245 3.0635  0.407
21 C -5.8412 2.7233 -2.2130  -0.488
22 C -5.4693 1.4682 -1.8730  -0.411
23 C -6.3374 0.6187 -2.5003  -0.600
24 N -7.2432 1.3779 -3.1667  0.038
25 C -6.9451 2.6119 -2.9907  -0.331
26 H -5.4151 3.6957 -2.0148  0.389
27 H -4.7549 1.1623 -1.1231  0.436
28 H -6.5493 -0.4317 -2.3649  0.375
29 H -8.1016 1.0180 -3.5589  0.221
30 H -7.5733 3.3189 -3.5122  0.370
31 C -3.7205 -5.0492 -2.8877  -0.218
32 C -2.6054 -5.5284 -2.1945  -0.248
33 C -3.0121 -6.7156 -1.5868  -0.695
34 N -4.3453 -6.9194 -1.8037  -0.016
35 C -4.7715 -5.8997 -2.6669  -0.599
36 H -3.7224 -4.1020 -3.4067  0.396
37 H -1.6788 -4.9737 -2.1947  0.426
38 H -2.4083 -7.4301 -1.0469  0.381
39 H -4.9017 -7.6251 -1.3426  0.216
40 H -5.7921 -5.7699 -2.9954  0.361
41 C -0.7489 5.9469 -1.6317  -0.448
42 C 0.2892 5.4371 -2.4264  -0.504
43 C 1.1081 6.5022 -2.7747  -0.522
44 N 0.7004 7.5619 -2.0430  -0.010
45 C -0.5229 7.2745 -1.4041  -0.440
46 H -1.5650 5.3782 -1.2111  0.483
47 H 0.3859 4.3992 -2.7089  0.405
48 H 2.0120 6.6720 -3.3409  0.434
49 H 1.0868 8.4941 -2.0842  0.216
50 H -0.9213 8.1368 -0.8901  0.389
51 C 7.1868 5.1305 -0.2983  -0.311
52 C 6.2093 4.3484 0.3917  -0.458
53 C 5.0259 4.8873 0.0771  -0.560
54 N 5.1740 6.0943 -0.6773  0.025
55 C 6.5533 6.2326 -0.8357  -0.422
56 H 8.2614 5.0704 -0.3872  0.369
57 H 6.4805 3.5550 1.0723  0.424
58 H 4.0638 4.4912 0.3667  0.392
59 H 4.4130 6.6722 -1.0045  0.191
60 H 6.9296 7.0555 -1.4252  0.347
61 C -2.3373 3.7364 3.8238  -0.397
62 C -1.7569 2.8627 4.7389  -0.422
63 C -0.4706 3.2591 4.9586  -0.555
64 N -0.2001 4.3412 4.1494  -0.016
65 C -1.3253 4.6063 3.4206  -0.438
66 H -3.3455 3.9025 3.4739  0.403
67 H -2.2302 2.1199 5.3640  0.410
68 H 0.1552 2.8695 5.7479  0.357
69 H 0.6858 4.8141 4.2575  0.205
70 H -1.2901 5.3730 2.6608  0.456
71 C 2.8732 -7.2275 -3.7159  -0.297
72 C 3.3829 -6.2839 -2.8043  -0.262
73 C 4.7478 -6.0765 -3.1920  -0.560
74 N 5.0047 -7.0712 -4.1141  -0.016
75 C 3.9105 -7.7378 -4.3979  -0.586
76 H 1.7989 -7.3239 -3.6609  0.396
77 H 2.7672 -5.7992 -2.0611  0.393
78 H 5.4653 -5.3780 -2.7872  0.339
79 H 5.8324 -7.0698 -4.6929  0.236
80 H 3.9132 -8.5445 -5.1159  0.356
81 C -0.1414 0.7885 0.1570  -0.591
82 C 0.1225 -0.6488 0.4079  0.314
83 N 0.3626 -1.7883 0.5644  -0.436
84 H 0.6944 1.0997 -0.4696  0.241
85 H -0.4810 1.4469 0.9566  0.273
86 H -1.0088 0.7567 -0.5023  0.203

Summary:
Relative energy (zero: lowest compared OMol25 entry of this formula, charge and spin): 367.10 kJ/mol
Charge: 0
E_HOMO: -8.1 eV
Gap between HOMO and LUMO: 8.29 eV
Maximum force: 4.6 eV/Å
2S+1: 1

***

# C4H5ClO

An isolated molecule of C4H5ClO in a non-equilibrium geometry (the ωB97M-V functional and the def2-TZVPD basis, OMol25).

Each line ends with the Mulliken charge.
Positions of all 11 atoms, in Å:
1 C 0.4152 -0.5467 3.0523  -0.728
2 C 0.8154 -0.8344 1.8213  0.186
3 O 0.2307 -0.2446 0.7322  -0.230
4 C 0.6929 -0.5699 -0.4947  0.032
5 C 0.1918 -0.0605 -1.6186  -0.322
6 Cl -1.1050 1.0625 -1.6451  -0.163
7 H 0.9129 -1.0310 3.8859  0.235
8 H -0.3713 0.1523 3.2228  0.274
9 H 1.6439 -1.5169 1.5766  0.167
10 H 1.5123 -1.2858 -0.5378  0.221
11 H 0.5502 -0.3557 -2.5996  0.327

Summary:
Relative energy (zero: lowest compared OMol25 entry of this formula, charge and spin): 92.73 kJ/mol
Charge: 0
E_HOMO: -8.7 eV
Gap between HOMO and LUMO: 9.63 eV
Maximum force: 1.0 eV/Å
2S+1: 1

***

# C45H46AsN5O5PRbS4

A structure of composition C45H46AsN5O5PRbS4 in a non-equilibrium geometry (the ωB97M-V functional and the def2-TZVPD basis, OMol25).

Each line ends with the Mulliken charge.
Positions of all 108 atoms, in Å:
1 Rb -0.5963 0.2414 0.2367  1.009
2 C 4.4776 0.4585 -2.9515  -1.492
3 C 4.6527 0.1518 -1.5102  1.161
4 N 5.7705 0.1786 -0.8598  -0.989
5 N 5.4011 -0.1682 0.4095  0.536
6 C 4.0837 -0.3565 0.5937  -0.421
7 S 3.2773 -0.7794 1.9986  -0.374
8 N 3.6127 -0.1620 -0.6678  0.680
9 N 2.2633 -0.2448 -0.9914  0.117
10 H 5.4565 0.4780 -3.4240  0.406
11 H 4.0060 1.4356 -3.0816  0.181
12 H 3.8556 -0.2923 -3.4432  0.338
13 H 6.0777 -0.2034 1.1488  0.202
14 H 2.1174 -0.0260 -1.9683  0.030
15 H 1.9572 -1.1937 -0.7991  -0.126
16 O -1.1564 1.0965 2.7868  -0.577
17 C -0.9651 2.2477 2.4782  1.362
18 C -0.2485 3.4138 2.6257  -0.204
19 C -0.6260 4.2986 3.7178  -1.427
20 C -0.2670 5.6135 3.7088  -0.190
21 C 0.5128 6.1730 2.6699  -1.176
22 C 0.9862 5.3084 1.6895  -0.022
23 C 0.6818 3.9528 1.6402  -0.178
24 P 1.3929 2.8023 0.4275  1.159
25 C 0.4384 3.1485 -1.1227  0.004
26 C -0.8694 3.6291 -1.0540  -0.162
27 C -1.6163 3.8187 -2.2100  -0.466
28 C -1.0719 3.5329 -3.4509  -0.630
29 C 0.2202 3.0337 -3.5343  -0.700
30 C 0.9617 2.8307 -2.3779  -0.311
31 C 3.0149 3.5863 0.0116  0.084
32 C 4.1144 3.1722 0.7655  -0.700
33 C 5.3840 3.6930 0.5415  -0.519
34 C 5.5791 4.6422 -0.4513  -0.514
35 C 4.4925 5.0756 -1.2020  -0.739
36 C 3.2234 4.5555 -0.9698  -0.248
37 H -1.2170 3.8901 4.5303  0.360
38 H -0.5703 6.2384 4.5442  0.334
39 H 0.7819 7.2214 2.6703  0.392
40 H 1.6600 5.7062 0.9367  0.292
41 H -1.3047 3.8431 -0.0825  0.353
42 H -2.6483 4.1377 -2.1375  0.314
43 H -1.6755 3.6368 -4.3432  0.306
44 H 0.6400 2.7745 -4.4994  0.374
45 H 1.9739 2.4430 -2.4516  0.417
46 H 3.9577 2.4394 1.5510  0.375
47 H 6.2235 3.3495 1.1365  0.392
48 H 6.5684 5.0448 -0.6371  0.377
49 H 4.6311 5.8271 -1.9712  0.400
50 H 2.3865 4.8992 -1.5653  0.518
51 S -5.2649 0.4981 -2.5563  -0.455
52 C -3.8066 -0.2715 -2.1140  -0.233
53 S -2.2740 0.4154 -2.5299  -0.172
54 S -3.8424 -1.7024 -1.1205  -0.250
55 N -1.1060 -3.9191 -0.8111  -0.220
56 C -1.4701 -3.9919 -2.2249  0.272
57 C -0.2635 -3.7875 -3.1207  0.294
58 O -0.2407 -4.0268 -4.3017  -0.700
59 O 0.8137 -3.3273 -2.4667  -0.487
60 H -1.4765 -3.0887 -0.3553  -0.111
61 H 0.5447 -3.3470 -1.5162  0.248
62 H -1.4579 -4.7068 -0.2866  0.168
63 H -2.2046 -3.2218 -2.4825  -0.073
64 H -1.8931 -4.9615 -2.4834  0.394
65 O -0.8961 -1.6881 1.6302  0.072
66 As -2.3492 -1.6165 2.4155  0.112
67 C -3.7474 -0.3479 2.0084  1.009
68 C -3.6559 0.6507 1.0375  0.957
69 C -4.7402 1.4692 0.7901  -1.106
70 C -5.9211 1.2924 1.5014  -0.837
71 C -6.0177 0.3030 2.4651  -0.798
72 C -4.9263 -0.5200 2.7237  -0.135
73 C -3.1696 -3.3695 2.2644  0.488
74 C -2.4779 -4.4458 2.8194  -0.703
75 C -2.9291 -5.7413 2.6164  -0.666
76 C -4.0723 -5.9650 1.8531  -0.437
77 C -4.7599 -4.8941 1.2999  -0.835
78 C -4.3112 -3.5924 1.5015  -0.382
79 C -2.0161 -1.5301 4.3301  0.452
80 C -2.9305 -2.0223 5.2570  0.040
81 C -2.6404 -1.9813 6.6158  -0.749
82 C -1.4265 -1.4622 7.0508  -0.411
83 C -0.5029 -0.9941 6.1263  -0.809
84 C -0.7946 -1.0285 4.7679  -0.711
85 H -2.7643 0.7823 0.4508  -1.013
86 H -4.6705 2.2105 0.0064  0.599
87 H -6.7780 1.9149 1.2754  0.340
88 H -6.9429 0.1543 3.0100  0.390
89 H -5.0183 -1.3071 3.4615  0.214
90 H -1.5805 -4.2706 3.3974  0.357
91 H -2.3886 -6.5761 3.0466  0.368
92 H -4.4209 -6.9781 1.6865  0.362
93 H -5.6393 -5.0623 0.6886  0.405
94 H -4.8324 -2.7589 1.0373  0.413
95 H -3.8623 -2.4615 4.9258  0.217
96 H -3.3592 -2.3616 7.3320  0.394
97 H -1.1999 -1.4287 8.1108  0.348
98 H 0.4467 -0.5924 6.4605  0.417
99 H -0.0861 -0.6573 4.0409  0.521
100 C 4.2865 -3.6309 0.2389  -1.019
101 C 2.8183 -4.0084 0.1434  -0.360
102 O 1.9610 -2.8732 0.1607  0.270
103 H 4.9031 -4.5331 0.3021  0.452
104 H 4.4732 -3.0180 1.1260  0.219
105 H 4.5976 -3.0622 -0.6424  0.145
106 H 2.5455 -4.6967 0.9488  0.360
107 H 2.6185 -4.5120 -0.7984  0.322
108 H 1.9935 -2.4702 1.0397  -0.258

Summary:
Relative energy (zero: lowest compared OMol25 entry of this formula, charge and spin): 134.42 kJ/mol
Charge: -2
E_HOMO: -0.6 eV
Gap between HOMO and LUMO: 4.06 eV
Maximum force: 2.2 eV/Å
2S+1: 1

***

# C7H16N4O

A cluster of 2 separate species, C7H16N4O in total (the ωB97M-V functional and the def2-TZVPD basis, OMol25).

Each line ends with the Mulliken charge.
Positions of all 28 atoms, in Å:
1 C 0.7039 2.0878 0.7043  -1.019
2 C 1.7436 1.4296 -0.1873  -0.675
3 C 1.6962 -0.1154 -0.2511  1.573
4 C 1.8749 -0.7322 1.1341  -1.810
5 C 2.8485 -0.6087 -1.1506  -1.732
6 N 0.4567 -0.6247 -0.8420  -0.596
7 H 0.7627 1.7967 1.7629  0.281
8 H 0.7881 3.1891 0.6706  0.390
9 H -0.3023 1.8421 0.3721  0.169
10 H 1.6360 1.8335 -1.2059  0.320
11 H 2.7478 1.7239 0.1413  0.379
12 H 2.8023 -0.3549 1.5728  0.378
13 H 1.0362 -0.4873 1.7847  0.382
14 H 1.9270 -1.8323 1.0761  0.418
15 H 3.8209 -0.2272 -0.7965  0.359
16 H 2.9230 -1.7067 -1.1517  0.396
17 H 2.6861 -0.2555 -2.1744  0.406
18 H -0.3504 -0.2685 -0.3445  0.104
19 H 0.4201 -0.2918 -1.7913  0.310
20 C -2.7908 -1.8524 0.3772  -0.917
21 C -3.3930 -0.5414 0.0409  0.569
22 N -2.7681 0.6498 -0.1741  0.120
23 N -3.6741 1.4937 -0.4547  -0.318
24 O -4.8615 0.8905 -0.4200  0.001
25 N -4.6874 -0.4273 -0.1005  -0.379
26 H -2.8870 -2.5251 -0.4813  0.246
27 H -3.4124 -2.2325 1.1977  0.320
28 H -1.7472 -1.8530 0.6911  0.323

Summary:
Relative energy (zero: lowest compared OMol25 entry of this formula, charge and spin): 139.05 kJ/mol
Charge: 0
E_HOMO: -9.3 eV
Gap between HOMO and LUMO: 9.45 eV
Maximum force: 0.9 eV/Å
2S+1: 1

***

# C3H3MnO2

A structure of composition C3H3MnO2 in a non-equilibrium geometry (the ωB97M-V functional and the def2-TZVPD basis, OMol25).

Each line ends with the Mulliken charge.
Positions of all 9 atoms, in Å:
1 O 1.0325 -0.7588 -0.7496  -0.425
2 C -0.1084 -0.2644 -0.7796  0.763
3 C -0.0845 0.6964 0.3496  -0.061
4 C 0.5881 0.3057 1.4787  -0.312
5 H -0.4638 1.7059 0.1702  0.396
6 H 0.1430 0.4746 2.4607  0.317
7 H 1.6032 -0.0929 1.4614  0.336
8 O -1.0649 -0.4919 -1.5368  -0.804
9 Mn -1.6451 -1.5746 -2.8545  1.788

Summary:
Relative energy (zero: lowest compared OMol25 entry of this formula, charge and spin): 181.33 kJ/mol
Charge: +2
E_HOMO (spin up / spin down): -19.0 / -19.6 eV
Gap between HOMO and LUMO (spin up / spin down): 7.57 / 7.96 eV
Maximum force: 6.0 eV/Å
2S+1: 7

***

| no. | electronic energy (Eh) |
| --- | --- |
| 1 | -1813.96761 |
| 2 | -690.78577 |
| 3 | -6586.30695 |
| 4 | -570.50141 |
| 5 | -1416.74035 |